# C40H37NO2P2SiZn

A structure of composition C40H37NO2P2SiZn (ωB97M-V/def2-TZVPD, the OMol25 dataset).

```
84
Properties=species:S:1:pos:R:3:lowdin_charge:R:1
Zn -0.581 -1.832 1.091 0.530
C -3.959 -0.268 0.999 -0.260
Si -2.195 -0.191 0.234 0.605
C -2.453 -0.667 -1.598 -0.307
C -3.722 -0.573 -2.176 -0.142
C -3.982 -0.993 -3.476 -0.132
C -2.939 -1.518 -4.224 -0.118
C -1.667 -1.602 -3.673 -0.089
C -1.392 -1.190 -2.367 -0.314
P 0.346 -1.343 -1.660 0.829
C 1.227 -2.584 -2.762 -0.277
C 1.600 -3.806 -2.186 -0.086
C 2.292 -4.775 -2.907 -0.118
C 2.630 -4.568 -4.237 -0.146
C 2.263 -3.369 -4.833 -0.123
C 1.580 -2.402 -4.106 -0.137
C 0.852 0.220 -2.892 -0.305
C 2.211 0.453 -3.170 -0.171
C 2.729 1.686 -3.537 -0.161
C 1.902 2.805 -3.593 -0.168
C 0.558 2.629 -3.310 -0.131
C 0.055 1.366 -2.998 -0.121
C -2.002 1.734 0.251 -0.284
C -2.572 2.513 -0.759 -0.105
C -2.531 3.901 -0.731 -0.103
C -1.914 4.550 0.330 -0.111
C -1.329 3.802 1.344 -0.112
C -1.361 2.409 1.312 -0.388
P -0.486 1.357 2.561 1.071
C -0.129 2.633 3.850 -0.384
C 1.131 3.178 4.089 -0.086
C 1.334 4.082 5.127 -0.105
C 0.277 4.464 5.939 -0.124
C -0.986 3.929 5.711 -0.111
C -1.179 3.016 4.687 -0.121
C 1.136 1.156 1.730 -0.397
C 1.512 1.882 0.601 -0.069
C 2.720 1.625 -0.030 -0.079
C 3.552 0.622 0.442 -0.089
C 3.183 -0.118 1.558 -0.085
C 1.983 0.151 2.199 -0.125
H -4.661 0.441 0.545 0.004
H -3.885 -0.021 2.064 0.003
H -4.380 -1.274 0.920 0.010
H -4.543 -0.167 -1.591 0.076
H -4.981 -0.912 -3.892 0.078
H -3.111 -1.860 -5.241 0.082
H -0.866 -1.998 -4.283 0.081
H 1.317 -3.970 -1.158 0.075
H 2.563 -5.705 -2.417 0.082
H 3.163 -5.326 -4.802 0.076
H 2.502 -3.182 -5.876 0.082
H 1.307 -1.483 -4.606 0.086
H 2.907 -0.379 -3.056 0.090
H 3.792 1.784 -3.749 0.081
H 2.298 3.782 -3.851 0.071
H -0.117 3.481 -3.331 0.081
H -1.009 1.286 -2.796 0.074
H -3.051 2.014 -1.596 0.090
H -2.975 4.473 -1.539 0.090
H -1.867 5.634 0.361 0.086
H -0.823 4.319 2.151 0.092
H 1.961 2.899 3.451 0.098
H 2.323 4.493 5.293 0.092
H 0.434 5.172 6.745 0.086
H -1.820 4.219 6.340 0.090
H -2.165 2.593 4.522 0.102
H 0.850 2.630 0.187 0.101
H 2.977 2.177 -0.923 0.086
H 4.470 0.391 -0.085 0.096
H 3.808 -0.931 1.906 0.098
H 1.675 -0.458 3.042 0.082
N 1.142 -5.834 3.091 0.118
C 0.922 -4.516 2.735 -0.548
O 1.690 -3.939 1.989 0.041
C -0.328 -3.909 3.361 -0.258
C -0.582 -2.450 3.025 -0.301
H 1.930 -6.307 2.685 0.086
H 0.513 -6.333 3.690 0.075
H -0.232 -4.102 4.444 0.095
H -1.183 -4.515 3.039 0.103
H 0.043 -1.796 3.639 0.002
H -1.609 -2.211 3.329 0.013
O -0.092 -2.576 -0.592 -0.695
```

Multiplicity = 1
Charge = -2
F_max = 0.012 hartree/bohr
E_LUMO = 4.240 eV
Relative energy (zero: lowest compared OMol25 entry of this formula, charge and spin) = 0.00 kJ/mol
Highest occupied orbital energy = 0.018 Eh